ORCA calculation (wB97M-V/def2-TZVPD) on C8H16GdNO6PS as an isolated structure in a non-equilibrium geometry.

CARTESIAN COORDINATES (ANGSTROEM)
C  3.48  0.41  -0.55
C  2.50  -0.33  0.45
O  2.50  -1.78  0.50
S  1.43  -2.11  1.76
O  0.51  -3.27  1.60
O  2.16  -2.03  3.05
O  0.41  -0.80  1.45
C  0.93  0.00  0.34
C  0.39  -0.43  -1.10
C  -0.83  -1.46  -1.08
C  -2.16  -0.96  -0.35
C  -2.77  0.40  -0.93
O  -4.26  0.19  -0.98
C  -4.87  0.50  0.21
O  -5.02  1.71  0.61
P  0.69  1.75  0.98
N  0.51  2.89  -0.14
H  3.07  0.49  -1.61
H  4.43  -0.22  -0.61
H  3.82  1.43  -0.11
H  2.77  -0.03  1.52
H  1.25  -0.97  -1.62
H  0.11  0.43  -1.78
H  -0.49  -2.46  -0.65
H  -1.09  -1.66  -2.18
H  -2.95  -1.76  -0.53
H  -2.07  -0.86  0.77
H  -2.46  0.65  -1.98
H  -2.63  1.27  -0.20
H  -5.33  -0.28  0.91
H  1.92  2.08  1.69
H  -0.39  1.73  1.92
H  0.52  2.42  -1.06
Gd  4.12  3.11  -0.35

Its spin multiplicity is 8. The molecular weight is 442.508 g mol⁻¹. The HOMO-LUMO gap (alpha / beta) is 0.239 / 0.190 Eh. As for the LUMO energy (alpha / beta): -12.602 / -13.995 eV. Its charge is +3. For the max |F|, the calculation gives 6.08 eV/A. The total energy comes out at -63248.9203 eV. For the HOMO energy (alpha / beta), the calculation gives -19.10 / -19.16 eV. The expectation value of S² is 16.7879.

***

ORCA calculation (wB97M-V/def2-TZVPD) on C2H4O2Pb as an isolated structure in a non-equilibrium geometry.

CARTESIAN COORDINATES (ANGSTROEM)
H  0.89  1.29  0.17
C  -0.41  0.57  -0.66
C  0.18  -0.64  -0.88
O  1.12  -1.10  -0.06
H  -0.15  1.41  -1.30
H  -0.52  -1.43  -1.24
Pb  1.68  -0.34  1.79
O  -1.15  0.53  1.07
H  -1.65  -0.29  1.11

Its spin multiplicity is 2. The molecular weight is 267.252 g mol⁻¹. The HOMO-LUMO gap (alpha / beta) is 0.168 / 0.186 Eh. As for the LUMO energy (alpha / beta): 3.399 / 3.450 eV. As for the relative energy (zero: lowest compared OMol25 entry of this formula, charge and spin): 435.2 kJ/mol. Its charge is -1. For the max |F|, the calculation gives 3.61 eV/A. The total energy comes out at -11474.9180 eV. For the HOMO energy (alpha / beta), the calculation gives -1.17 / -1.62 eV. The expectation value of S² is 0.8011.

***

ORCA calculation (wB97M-V/def2-TZVPD) on C5H20KN10O5 as an isolated structure in a non-equilibrium geometry.

CARTESIAN COORDINATES (ANGSTROEM)
K  1.12  -0.50  -0.91
C  -0.51  1.07  2.16
O  -0.39  1.01  0.94
N  0.14  1.98  2.95
N  -1.29  0.18  2.83
H  0.36  2.87  2.55
H  -0.04  1.97  3.94
H  -1.51  0.27  3.80
H  -1.60  -0.62  2.30
C  -2.89  -2.01  -0.57
O  -3.26  -1.87  0.58
N  -1.57  -2.21  -0.90
N  -3.73  -1.97  -1.67
H  -1.35  -2.56  -1.81
H  -0.97  -2.11  -0.09
H  -4.72  -1.87  -1.55
H  -3.35  -1.63  -2.53
C  -1.45  1.72  -2.16
O  -0.45  1.01  -2.25
N  -2.45  1.66  -3.07
N  -1.62  2.61  -1.16
H  -2.34  0.97  -3.79
H  -3.30  2.17  -2.92
H  -2.35  3.30  -1.08
H  -0.93  2.61  -0.43
C  3.29  1.86  -2.10
O  2.88  0.92  -2.76
N  4.56  1.90  -1.57
N  2.45  2.84  -1.65
H  5.22  1.20  -1.87
H  4.90  2.71  -1.10
H  1.49  2.77  -1.93
H  2.78  3.57  -1.05
C  1.38  -2.96  1.96
O  0.74  -2.36  1.10
N  1.24  -4.31  2.12
N  2.29  -2.37  2.78
H  1.61  -4.75  2.94
H  0.43  -4.73  1.70
H  2.39  -1.38  2.86
H  2.80  -2.97  3.40

The molecular weight is 339.378 g mol⁻¹. The HOMO-LUMO gap is 0.358 Eh. As for the LUMO energy: -2.386 eV. As for the relative energy (zero: lowest compared OMol25 entry of this formula, charge and spin): 36.6 kJ/mol. Its charge is +1. For the max |F|, the calculation gives 1.33 eV/A. The total energy comes out at -46975.5537 eV. For the HOMO energy, the calculation gives -12.12 eV.

***

ORCA calculation (wB97M-V/def2-TZVPD) on one molecule with the formula C4H5NO.

CARTESIAN COORDINATES (ANGSTROEM)
C  0.87  0.21  -1.06
C  -0.30  0.82  -0.36
O  -0.91  1.79  -0.74
C  -0.79  0.06  0.88
C  -0.10  -1.21  1.15
N  0.44  -2.20  1.36
H  1.32  0.83  -1.83
H  0.38  -0.66  -1.53
H  1.62  -0.22  -0.38
H  -1.85  -0.13  0.73
H  -0.68  0.71  1.76

The molecular weight is 83.090 g mol⁻¹. The HOMO-LUMO gap is 0.406 Eh. As for the LUMO energy: 0.653 eV. As for the relative energy (zero: lowest compared OMol25 entry of this formula, charge and spin): 44.4 kJ/mol. For the max |F|, the calculation gives 0.85 eV/A. Its SMILES is CC(=O)CC#N. The total energy comes out at -7766.0660 eV. For the HOMO energy, the calculation gives -10.38 eV.

***

ORCA calculation (wB97M-V/def2-TZVPD) on a 2-piece molecular cluster, C5H13NO2 overall.

CARTESIAN COORDINATES (ANGSTROEM)
C  1.56  -0.33  -0.86
O  0.21  -0.78  -0.99
C  1.69  1.18  -1.06
C  1.23  1.63  -2.45
H  2.12  -0.85  -1.63
H  1.94  -0.61  0.13
H  2.75  1.44  -0.96
H  1.12  1.70  -0.28
H  1.06  2.71  -2.46
H  0.29  1.16  -2.72
H  1.97  1.38  -3.21
O  -3.31  -1.90  2.07
C  -2.13  -1.99  2.28
C  -1.14  -0.91  1.91
N  -1.72  0.25  1.27
H  -1.70  -2.91  2.71
H  -0.62  -0.63  2.83
H  -0.38  -1.34  1.25
H  -2.01  0.96  1.94
H  -0.36  -0.13  -0.56
H  -2.58  -0.03  0.80

The molecular weight is 119.164 g mol⁻¹. The HOMO-LUMO gap is 0.394 Eh. As for the LUMO energy: 0.889 eV. As for the relative energy (zero: lowest compared OMol25 entry of this formula, charge and spin): 153.0 kJ/mol. For the max |F|, the calculation gives 0.44 eV/A. Its SMILES is NCC=O.CCCO. The total energy comes out at -10980.2932 eV. For the HOMO energy, the calculation gives -9.82 eV.

***

ORCA calculation (wB97M-V/def2-TZVPD) on C24H35NOP2PrSi as an isolated structure in a non-equilibrium geometry.

CARTESIAN COORDINATES (ANGSTROEM)
C  -2.82  2.45  -3.04
C  -2.43  1.16  -2.69
C  -1.05  0.79  -2.93
C  -0.10  1.84  -2.77
C  -0.50  3.16  -3.01
C  -1.84  3.45  -3.22
C  1.20  1.48  -2.19
C  1.60  0.10  -2.49
C  0.54  -0.85  -2.65
C  0.81  -2.18  -2.16
C  2.12  -2.64  -2.17
C  3.18  -1.72  -2.38
C  2.91  -0.36  -2.46
H  -3.88  2.70  -3.12
H  0.26  3.95  -3.03
H  -2.16  4.47  -3.49
H  1.99  2.22  -2.33
H  2.33  -3.69  -1.98
H  4.21  -2.10  -2.41
H  3.73  0.37  -2.52
N  -0.70  -0.52  -3.12
Pr  0.24  1.24  1.27
C  -3.27  0.22  -1.89
H  -3.06  -0.82  -2.17
H  -4.35  0.45  -1.97
C  -0.32  -2.89  -1.48
H  -1.26  -2.72  -2.04
H  -0.12  -3.97  -1.36
P  -2.76  0.35  -0.05
P  -0.60  -2.15  0.24
C  0.63  -3.18  1.13
H  0.64  -2.90  2.19
H  0.36  -4.24  1.03
H  1.63  -3.01  0.71
C  -2.09  -3.15  0.63
H  -1.79  -4.20  0.78
H  -2.56  -2.78  1.55
H  -2.81  -3.09  -0.20
C  -3.30  2.08  0.26
H  -4.36  2.17  0.00
H  -3.17  2.33  1.33
H  -2.71  2.78  -0.34
C  -4.24  -0.49  0.63
H  -4.10  -0.68  1.71
H  -5.12  0.15  0.50
H  -4.41  -1.45  0.13
C  -1.28  -0.33  2.59
O  -1.95  -0.94  3.32
H  0.97  1.51  -0.67
C  4.64  1.12  3.03
Si  2.80  0.89  2.87
C  2.16  -0.05  4.36
C  1.95  2.61  2.89
C  2.29  0.04  1.28
H  4.90  1.61  3.98
H  5.04  1.74  2.21
H  5.15  0.14  3.00
H  2.56  0.43  5.27
H  1.07  -0.08  4.45
H  2.53  -1.08  4.33
H  2.10  3.19  1.97
H  0.87  2.64  3.17
H  2.46  3.14  3.70
H  2.36  -1.05  1.33
H  2.94  0.33  0.44

Its spin multiplicity is 3. The molecular weight is 584.492 g mol⁻¹. The HOMO-LUMO gap (alpha / beta) is 0.179 / 0.184 Eh. As for the LUMO energy (alpha / beta): -4.194 / -4.112 eV. As for the relative energy (zero: lowest compared OMol25 entry of this formula, charge and spin): 514.1 kJ/mol. Its charge is +1. For the max |F|, the calculation gives 4.44 eV/A. The total energy comes out at -69507.9480 eV. For the HOMO energy (alpha / beta), the calculation gives -9.05 / -9.12 eV. The expectation value of S² is 2.0273.